[1]
19
Properties=species:S:1:pos:R:3 method="wB97M-V/def2-TZVPD" homo_lumo_gap_ha=0.3545 smiles=NCCNCCO lumo_ev=1.02
N 0.77734 0.38952 -2.80842
C -0.16867 -0.49871 -2.12894
C 0.49749 -1.22174 -0.96867
N 0.79178 -0.43256 0.19555
C -0.40167 -0.03414 0.91515
C -0.11518 0.79124 2.14707
O -1.38064 0.85272 2.83118
H 1.60257 -0.07251 -3.14843
H 0.36205 1.06584 -3.41906
H -0.59084 -1.18472 -2.87650
H -0.99704 0.11233 -1.87255
H -0.07744 -2.11964 -0.74319
H 1.39543 -1.60900 -1.41788
H 1.40473 0.34017 -0.02706
H -1.13199 0.52216 0.32054
H -0.83275 -0.96842 1.27109
H 0.60234 0.35645 2.84342
H 0.19777 1.81058 1.94180
H -1.57170 1.69377 3.24592

=====

[2]
104
Properties=species:S:1:pos:R:3 method="wB97M-V/def2-TZVPD" charge=+3 homo_lumo_gap_ha=0.2530 lumo_ev=-8.30
In -0.23503 -0.11274 0.06115
N -2.25749 1.01239 0.01151
C -2.03336 2.47006 0.11922
C -1.08015 2.71290 1.27528
N 0.20840 1.99716 1.07053
C 0.83510 1.70114 2.38000
C 1.94370 0.66200 2.32051
N 1.49808 -0.54325 1.57539
C 1.07527 2.80420 0.17336
C 2.09460 1.99640 -0.61733
N 1.41334 0.86304 -1.27493
H -2.87888 0.79060 -0.76277
H -2.71431 0.67100 0.86395
H -2.96671 3.01124 0.27752
H -1.61106 2.81348 -0.82646
H -1.53533 2.33482 2.19368
H -0.90661 3.78193 1.41718
H 0.03681 1.31557 3.01527
H 1.21178 2.61671 2.84514
H 2.22165 0.39792 3.34161
H 2.84280 1.05381 1.85631
H 0.93583 -1.12778 2.19467
H 2.30008 -1.09991 1.29523
H 1.56904 3.59994 0.73774
H 0.41901 3.28772 -0.55197
H 2.89192 1.59893 0.00127
H 2.56784 2.65406 -1.34734
H 2.09315 0.17536 -1.58989
H 0.92084 1.19172 -2.11069
C -1.96289 3.84139 -4.11007
Sb -0.52811 2.26129 -4.13806
C 0.81974 3.15498 -5.52808
C -1.54609 0.98995 -5.55422
C -2.81813 0.40577 -5.02822
C -3.99980 1.12392 -5.22871
C -5.23752 0.61463 -4.87772
C -5.32992 -0.66069 -4.33684
C -4.17310 -1.38346 -4.12241
C -2.90758 -0.85713 -4.41663
C -1.72687 -1.72332 -4.15320
Sb -1.08323 -1.89550 -2.05018
C -2.96640 -2.41020 -1.20868
C -0.07747 -3.76512 -2.06305
H -2.21389 4.10184 -5.13774
H -1.52865 4.71564 -3.62626
H -2.86971 3.55287 -3.58111
H 0.26840 3.40492 -6.43346
H 1.63611 2.48049 -5.77843
H 1.23174 4.06833 -5.10155
H -0.83550 0.24251 -5.90316
H -1.76341 1.64434 -6.39873
H -3.94668 2.08555 -5.72490
H -6.13245 1.19003 -5.07474
H -6.29522 -1.09661 -4.11818
H -4.24590 -2.39906 -3.74928
H -0.84196 -1.50680 -4.74357
H -1.97878 -2.77972 -4.27327
H -3.19437 -3.44431 -1.46860
H -3.73310 -1.76645 -1.64019
H -2.96264 -2.30752 -0.12534
H -0.72606 -4.47149 -2.57962
H 0.08638 -4.10242 -1.04157
H 0.87520 -3.70084 -2.58350
O -1.12588 -1.02172 1.85835
P -2.27850 -1.47278 2.76640
N -1.64881 -1.66617 4.24980
C -2.46933 -2.27389 5.33078
C -1.60347 -2.12396 6.58655
C -0.67571 -0.95297 6.26382
C -0.37397 -1.16165 4.78501
N -3.48888 -0.36228 2.79224
C -3.50176 0.72380 3.79508
C -4.50228 1.75290 3.23427
C -5.21141 1.05598 2.05342
C -4.82486 -0.41755 2.17108
N -2.92906 -2.85283 2.18735
C -4.23496 -3.42436 2.63438
C -3.94639 -4.90806 2.83179
C -2.86650 -5.18826 1.79066
C -1.97563 -3.95593 1.88798
H -2.68107 -3.32089 5.11087
H -3.42285 -1.74747 5.42941
H -1.02210 -3.03177 6.74954
H -2.20756 -1.95474 7.47462
H 0.22532 -0.94620 6.87376
H -1.19297 -0.00192 6.40802
H 0.41810 -1.90651 4.65295
H -0.07718 -0.24057 4.28142
H -2.49813 1.13167 3.93700
H -3.83512 0.34657 4.76412
H -3.99868 2.66365 2.90873
H -5.20793 2.05055 4.00625
H -4.86800 1.46160 1.09876
H -6.29056 1.18833 2.08063
H -4.78803 -0.93705 1.21305
H -5.52629 -0.94764 2.81947
H -4.97974 -3.27400 1.85087
H -4.59229 -2.93940 3.54232
H -4.83993 -5.51413 2.69998
H -3.56028 -5.09593 3.83550
H -3.31205 -5.25504 0.79550
H -2.31427 -6.10688 1.97632
H -1.42869 -3.74814 0.96656
H -1.24829 -4.06409 2.69970

=====

[3]
110
Properties=species:S:1:pos:R:3 method="wB97M-V/def2-TZVPD" s_squared=6.154 charge=+1 homo_lumo_gap_ha="0.2643 / 0.2013" multiplicity=5 lumo_ev="-2.44 / -5.00"
O -6.06815 -5.78891 0.41593
C -6.23531 -4.90517 -0.32520
Fe -6.24704 -3.63895 -1.57699
C -5.27911 -4.97251 -2.26622
O -4.66682 -5.92208 -2.55381
C -7.73892 -4.15491 -2.31405
O -8.57626 -4.87089 -2.68611
C -2.85377 -0.21430 -0.25035
C -4.14035 -0.04528 0.50229
C -5.37714 -0.47923 -0.25017
C -5.30321 -1.34498 -1.32105
C -4.02127 -1.75372 -1.78773
C -2.84830 -1.21390 -1.21599
H -2.01236 0.39566 0.06596
H -4.02409 -0.73547 1.36701
H -4.25881 0.97035 0.92002
H -6.32985 -0.13128 0.15166
H -6.22297 -1.65624 -1.87224
H -3.92686 -2.48460 -2.60524
H -1.91188 -1.61885 -1.60637
C -1.53287 -0.72706 2.53242
C -0.57536 -0.39724 3.65741
C -0.75452 1.06638 4.10304
C -0.91835 -1.28384 4.86786
C 0.88467 -0.66316 3.22837
C 1.84350 -0.26540 4.16267
C 3.16566 -0.67806 4.05779
C 3.49493 -1.62984 3.09726
C 2.55703 -2.10132 2.17234
C 2.97912 -3.41286 1.45825
C 1.98070 -3.98488 0.46894
C 3.16970 -4.47933 2.54598
C 4.30865 -3.18663 0.73546
C 1.31768 -1.39097 2.06456
N 0.81650 -1.01701 0.73566
C 1.71277 -0.16670 -0.03894
C 0.41088 1.75196 0.59798
C 0.25967 3.24954 0.58734
C -0.92619 3.82119 0.09203
C -0.91570 5.15436 -0.31901
C 0.20273 5.95812 -0.05858
C 1.26690 5.44264 0.69148
C 1.25289 4.10193 1.08632
N 1.13601 -0.08915 -1.35199
C 1.31610 1.06715 -2.17592
C 2.39914 1.88689 -1.81639
C 3.00464 1.75603 -0.43924
C 3.73324 3.01952 0.02319
C 4.17033 0.74194 -0.59482
C 1.90316 1.22377 0.51171
C 3.01659 2.68814 -2.78151
C 2.52399 2.72429 -4.08584
C 1.32587 2.07568 -4.37123
C 0.59670 1.46162 -3.35423
C -0.93835 1.49530 -3.57206
C -1.42118 2.82602 -4.18005
C -1.62240 1.41527 -2.24066
C -1.34680 0.33984 -4.47575
C 0.34317 -1.21569 -1.47361
C 0.14452 -1.74678 -0.22627
H -1.56914 -1.80363 2.32295
H -2.54100 -0.37513 2.78086
H -1.22072 -0.22952 1.61565
H -0.28669 1.23471 5.08023
H -0.31986 1.77250 3.38662
H -1.82448 1.29154 4.20637
H -0.26839 -1.05604 5.72072
H -1.95754 -1.11217 5.17623
H -0.80058 -2.34566 4.61878
H 1.54931 0.35909 5.00791
H 3.91520 -0.31195 4.75555
H 4.50079 -2.04922 3.11019
H 1.92538 -3.39007 -0.44729
H 2.32966 -4.98555 0.17520
H 0.99023 -4.10009 0.92182
H 3.93004 -4.18896 3.27740
H 2.22310 -4.63938 3.07647
H 3.47216 -5.43015 2.09308
H 5.12115 -2.97170 1.43763
H 4.58222 -4.08610 0.17007
H 4.23131 -2.34979 0.02781
H -0.18495 1.34859 -0.21896
H -1.83727 3.21245 0.02865
H -1.78661 5.55522 -0.84146
H 0.23487 6.99231 -0.39986
H 2.11585 6.07479 0.95559
H 2.03382 3.70579 1.73902
H 3.17841 3.93865 -0.17646
H 3.96710 2.95546 1.09385
H 4.69327 3.11742 -0.50189
H 3.93506 -0.09393 -1.26909
H 5.02264 1.24531 -1.07399
H 4.52258 0.36509 0.37623
H 2.64946 -0.74233 -0.06820
H 2.28447 1.12390 1.53997
H -0.00947 1.31216 1.51598
H 3.91222 3.25766 -2.52324
H 3.04411 3.28757 -4.85859
H 0.90691 2.13115 -5.38081
H -1.07852 2.97394 -5.20852
H -2.52019 2.84900 -4.18797
H -1.08477 3.67927 -3.57563
H -1.24225 0.54992 -1.70930
H -1.40271 2.30807 -1.65113
H -2.70953 1.31374 -2.32909
H -0.99005 -0.61304 -4.06715
H -2.44029 0.29628 -4.56422
H -0.91287 0.47450 -5.47384
H -0.00781 -1.55566 -2.44032
H -0.51887 -2.56239 0.04293

=====

[4]
64
Properties=species:S:1:pos:R:3 method="wB97M-V/def2-TZVPD" homo_lumo_gap_ha=0.2453 lumo_ev=-1.70
Tl 0.09600 -0.09866 -0.98336
N 1.78146 -0.88442 0.86365
C 2.13023 -2.27594 1.13144
C 0.99502 -3.03441 1.81696
C -0.29987 -3.07541 0.99680
C -1.29228 -1.93984 1.30572
N -1.81077 -1.37331 0.05875
H 2.61616 -0.37036 0.58894
H 1.45181 -0.41519 1.70732
H 3.03000 -2.35131 1.75959
H 2.35103 -2.75140 0.16766
H 0.80039 -2.58802 2.79106
H 1.34611 -4.05414 1.98215
H -0.78977 -4.03703 1.16527
H -0.03432 -3.01607 -0.06445
H -0.79264 -1.13497 1.84728
H -2.10973 -2.31347 1.93349
H -2.46295 -0.58995 0.22661
H -2.32552 -2.07229 -0.47145
O -3.13971 1.07640 0.08213
C -2.19672 1.78193 -0.26748
O -1.51019 1.64225 -1.33052
C -1.64113 2.79415 0.72122
C -2.16826 3.99693 1.07355
C -1.53018 4.78757 2.05373
C -0.39681 4.33633 2.70022
C 0.13334 3.09293 2.37260
C -0.43552 2.29550 1.32893
O 0.10724 1.21625 0.95671
N 1.28772 2.64098 3.05902
O 1.79432 3.39176 3.87450
O 1.74067 1.52872 2.82068
N -2.07741 6.06625 2.36944
O -3.05942 6.42849 1.74700
O -1.53272 6.73012 3.23161
H -3.05850 4.38598 0.60203
H 0.08023 4.93542 3.46487
C -0.56483 2.21522 -4.59744
Si 0.71539 0.80983 -4.53309
C 1.97644 0.94709 -5.96213
C -0.14481 -0.89368 -4.63388
As 2.09175 0.67030 -2.58174
Si 2.17123 2.95112 -1.79144
C 0.59029 4.00669 -1.73745
C 3.05524 2.77412 -0.11387
C 3.37668 3.65985 -3.10707
H -1.27392 2.06747 -5.40673
H -0.08997 3.18129 -4.74456
H -1.12895 2.24485 -3.66908
H 1.48456 0.90187 -6.92667
H 2.70244 0.13891 -5.91520
H 2.52186 1.88478 -5.91587
H -0.58736 -1.06551 -5.60891
H -0.94379 -0.95426 -3.89953
H 0.55814 -1.70182 -4.44271
H -0.29783 3.38027 -1.75378
H 0.53441 4.68494 -2.58564
H 0.54094 4.60382 -0.83183
H 2.44196 2.18729 0.56457
H 3.24784 3.73215 0.35853
H 4.00790 2.25935 -0.22900
H 2.86497 3.83069 -4.05111
H 4.19189 2.95991 -3.29235
H 3.80861 4.60332 -2.79183

=====

Energy above the lowest of the compared OMol25 structures with the same formula, charge and spin for the records above, in order: 1.762, 0.284, 0.000, 0.314 eV